1.
Entry from OMol25: C18H12Cl3CoGeN5 as an isolated structure (the ωB97M-V functional and the def2-TZVPD basis).

Geometry as XYZ:
```
40
Properties=species:S:1:pos:R:3:nbo_charge:R:1
Co 0.03877 -1.17062 -0.27692 1.437
C 3.97492 -2.55982 0.62926 -0.194
C 4.79607 -1.49452 0.29553 -0.131
C 4.21545 -0.26516 0.05153 -0.131
C 2.81959 -0.11814 0.10511 0.312
N 2.01844 -1.19370 0.37567 -0.587
C 2.60098 -2.35724 0.65956 0.085
N 2.35905 1.14787 -0.05094 -0.336
C 1.12881 1.56827 -0.09614 0.425
N 0.02513 0.75988 -0.14977 -0.673
C -1.09753 1.54812 -0.09031 0.444
N -2.31630 1.10690 -0.03647 -0.351
C -2.76190 -0.16889 0.10388 0.325
C -4.15521 -0.33268 0.05494 -0.147
C -4.71886 -1.57572 0.26680 -0.126
C -3.88278 -2.64145 0.56032 -0.205
C -2.51295 -2.42255 0.58711 0.077
N -1.94802 -1.23989 0.34409 -0.594
C -0.69855 2.95155 -0.05696 -0.104
C -1.42790 4.12322 -0.02670 -0.142
C -0.71156 5.31611 -0.01461 -0.153
C 0.68240 5.32917 -0.01847 -0.157
C 1.41642 4.14768 -0.03561 -0.169
C 0.70577 2.96356 -0.05993 -0.027
H 4.37833 -3.53424 0.86547 0.257
H 5.87052 -1.61154 0.25630 0.260
H 4.80542 0.61350 -0.16580 0.264
H 1.94478 -3.17242 0.93472 0.214
H -4.75582 0.54460 -0.13752 0.263
H -5.79201 -1.70466 0.22838 0.258
H -4.27085 -3.62891 0.76549 0.255
H -1.84339 -3.24158 0.81989 0.209
H -2.50920 4.11990 -0.01774 0.247
H -1.24817 6.25514 -0.00290 0.245
H 1.20453 6.27601 -0.01144 0.246
H 2.49780 4.15875 -0.03218 0.247
Cl -2.05833 -5.39789 -1.62705 -0.315
Ge -0.05381 -4.92154 -2.25634 1.305
Cl -0.02537 -2.54577 -2.00048 -0.503
Cl 1.30532 -5.63128 -0.73976 -0.329
```

Summary:
- LUMO (spin up / spin down) (eV) = -7.052 / -9.926
- multiplicity = 6
- ⟨S²⟩ = 8.8767
- orbital gap (spin up / spin down) (eV) = 7.7 / 4.4
- HOMO level (spin up / spin down) (eV) = -14.8 / -14.3
- total charge = +2

***

2.
Entry from OMol25: C18H12ClI2N4O5Ti as an isolated structure (the ωB97M-V functional and the def2-TZVPD basis).

Geometry as XYZ:
```
43
Properties=species:S:1:pos:R:3:nbo_charge:R:1
Ti 0.00050 0.15075 0.82217 1.600
Cl 0.55157 -5.06441 5.94905 -0.024
C 0.15226 -3.77071 4.84871 -0.085
C -1.02502 -3.03135 5.05939 -0.178
C -1.36881 -2.01036 4.21630 -0.269
C -0.54532 -1.66759 3.11265 0.427
O -0.88555 -0.69774 2.32876 -0.708
C 0.63525 -2.43087 2.91712 -0.227
C 1.47552 -2.17122 1.79727 0.423
O 1.27394 -1.26696 0.96481 -0.589
C 0.96605 -3.48296 3.79435 -0.175
H -1.66111 -3.28552 5.89738 0.225
H -2.27768 -1.44103 4.35918 0.234
H 2.35368 -2.80504 1.63958 0.157
H 1.86641 -4.06046 3.62381 0.223
I -8.26758 -1.15508 -0.03858 0.103
C -6.18476 -1.34527 -0.13446 -0.135
C -5.41638 -0.24687 -0.48515 -0.259
C -4.03570 -0.37858 -0.53865 -0.143
C -3.43502 -1.59732 -0.25154 -0.157
C -4.22223 -2.68775 0.09651 -0.153
C -5.60190 -2.56961 0.16076 -0.269
C -1.93316 -1.74781 -0.27461 0.790
O -1.42657 -2.84406 -0.08413 -0.655
O -1.28552 -0.64133 -0.47183 -0.776
H -5.88201 0.70391 -0.70542 0.224
H -3.41223 0.46924 -0.78842 0.252
H -3.73176 -3.62686 0.31649 0.236
H -6.21527 -3.41648 0.43707 0.217
N 0.37130 3.38811 -4.52098 -0.477
C 0.77110 3.25998 -3.44276 0.439
N 1.29230 3.21675 -2.21688 -0.679
C 1.01678 2.21291 -1.47120 0.659
N 0.87452 1.34477 -0.70029 -0.676
N 0.54998 2.13614 4.16745 -0.800
C 0.78750 2.24567 2.82935 0.601
O 1.17516 1.20556 2.21774 -0.726
C 0.58792 3.48418 2.18124 -0.457
I -1.96362 2.55664 1.28196 -0.409
H 0.39655 1.19551 4.49463 0.399
H 0.00025 2.85595 4.60441 0.389
H 0.94101 3.59421 1.16935 0.232
H 0.27216 4.35422 2.73587 0.200
```

Summary:
- LUMO (spin up / spin down) (eV) = 1.543 / 1.193
- multiplicity = 3
- ⟨S²⟩ = 2.0105
- orbital gap (spin up / spin down) (eV) = 6.4 / 7.2
- HOMO level (spin up / spin down) (eV) = -4.9 / -6.0
- total charge = -1

***

3.
Entry from OMol25: C18H12ClN3O5 as an isolated structure (the ωB97M-V functional and the def2-TZVPD basis).

Geometry as XYZ:
```
39
Properties=species:S:1:pos:R:3:nbo_charge:R:1
O 0.54944 -2.36718 0.99743 -0.651
C -0.62094 -2.56927 1.54788 0.550
N -1.54963 -1.71452 1.55732 -0.538
C -1.62274 -0.28293 0.96478 0.208
C -2.91669 0.57638 1.10861 -0.256
C -2.77484 1.90534 0.65540 -0.183
C -1.68815 2.49821 -0.02494 -0.155
C -0.63818 1.48741 -0.47345 0.197
C -0.52694 0.23498 0.07264 -0.304
H 0.30268 -0.36868 0.03969 0.253
N 0.67279 1.87406 -1.18948 -0.605
C 0.71539 3.11590 -1.94133 0.684
O -0.32645 4.12613 -1.78056 -0.642
C 2.03653 3.18143 -2.49643 -0.274
C 2.43382 2.22885 -3.42459 -0.101
C 3.78368 2.56983 -3.92386 -0.230
C 4.26819 3.76143 -3.74967 -0.133
C 3.85161 4.75670 -3.01157 -0.231
C 2.63075 4.29707 -2.43437 -0.088
H 2.29451 5.25980 -1.75004 0.238
H 4.30353 5.62813 -3.06662 0.226
H 5.50917 3.89347 -4.34325 0.177
H 4.22770 1.62951 -4.60676 0.233
Cl 1.86036 0.79791 -3.49574 0.167
H 1.22091 1.08643 -1.44987 0.405
H -1.80874 3.21545 -0.52595 0.198
H -3.77884 2.51039 0.84762 0.225
H -3.42599 0.00085 1.71143 0.198
H -2.30046 -1.67102 2.08023 0.397
C -0.90699 -3.68742 2.27529 0.223
C -0.11261 -4.95228 2.28951 -0.196
C -1.02024 -5.73334 3.00917 -0.235
C -2.08643 -5.09331 3.39232 0.307
N -3.36616 -5.34341 4.09664 0.498
O -4.20750 -4.56345 4.16557 -0.220
O -3.11223 -6.69027 4.58462 -0.475
O -2.19169 -3.90437 2.68922 -0.395
H -0.54782 -6.65598 3.65217 0.268
H 0.86917 -5.03826 1.95093 0.261
```

Summary:
- LUMO (eV) = -1.720
- multiplicity = 1
- orbital gap (eV) = 7.1
- HOMO level (eV) = -8.8

***

4.
Entry from OMol25: the molecule C18H12N4O5S (the ωB97M-V functional and the def2-TZVPD basis).

Geometry as XYZ:
```
40
Properties=species:S:1:pos:R:3:nbo_charge:R:1
O -3.74089 -3.49262 0.72115 -0.562
C -2.81077 -2.74497 0.52979 0.665
N -1.52004 -3.20279 0.55885 -0.612
C -0.33286 -2.47518 0.52079 0.164
C 0.78391 -3.02692 -0.10323 -0.247
C 1.95516 -2.28618 -0.15991 0.107
C 2.05136 -1.01128 0.37512 -0.244
C 0.93743 -0.46993 1.00459 -0.153
C -0.23524 -1.21325 1.10100 -0.234
H -1.06736 -0.79438 1.64236 0.236
S 0.95348 1.11611 1.77739 0.320
C 2.22400 1.96042 0.84792 0.052
N 3.11019 2.61056 1.57174 -0.423
C 4.05160 3.29284 0.94433 0.045
C 4.14909 3.34686 -0.43769 -0.251
C 3.20283 2.66653 -1.19127 -0.160
C 2.20546 1.96014 -0.54174 -0.252
H 1.43983 1.42972 -1.08630 0.229
H 3.23321 2.69252 -2.27019 0.224
H 4.93777 3.90836 -0.91177 0.225
H 4.75346 3.80887 1.58475 0.200
H 2.98741 -0.47922 0.31089 0.261
N 3.11533 -2.85948 -0.80770 0.518
O 3.04274 -4.01496 -1.16050 -0.371
O 4.08020 -2.14479 -0.96061 -0.368
H 0.75496 -4.01065 -0.54568 0.250
H -1.43474 -4.21194 0.59867 0.420
C -2.99400 -1.29995 0.18817 -0.116
C -3.83518 -0.51650 0.97332 -0.174
C -4.02350 0.81764 0.66811 -0.200
C -3.37819 1.35465 -0.43825 0.092
C -2.57480 0.57086 -1.25797 -0.194
C -2.38572 -0.75914 -0.94378 -0.194
H -1.77199 -1.38068 -1.57791 0.230
H -2.11279 1.01708 -2.12530 0.251
N -3.54756 2.75594 -0.75086 0.515
O -2.89643 3.20438 -1.66924 -0.373
O -4.32366 3.39166 -0.07409 -0.366
H -4.65697 1.45066 1.27031 0.255
H -4.32678 -0.96099 1.82474 0.239
```

Summary:
- LUMO (eV) = -1.033
- multiplicity = 1
- SMILES = O=C(Nc1cc(Sc2ccccn2)cc([N+](=O)[O-])c1)c1ccc([N+](=O)[O-])cc1
- orbital gap (eV) = 7.8
- HOMO level (eV) = -8.8

***

5.
Entry from OMol25: C18H12N4O7PtSbSe4 as an isolated structure (the ωB97M-V functional and the def2-TZVPD basis).

Geometry as XYZ:
```
47
Properties=species:S:1:pos:R:3:nbo_charge:R:1
Pt -0.69664 -1.44516 -1.22611 0.776
N 1.62736 -1.67626 -1.21171 -0.872
C 2.40376 -1.72626 -0.01401 0.222
C 3.75956 -1.42936 -0.11611 -0.219
C 4.57556 -1.38116 0.99259 -0.211
C 4.00006 -1.54806 2.24049 -0.215
C 2.65456 -1.83106 2.34529 -0.185
C 1.82616 -2.01016 1.22559 -0.105
C 0.43496 -2.47106 1.43799 -0.033
C 0.22106 -3.17236 2.63739 -0.209
C -1.02874 -3.52546 3.09469 -0.230
C -2.13834 -3.20626 2.33869 -0.189
C -1.94764 -2.62836 1.09919 -0.262
C -0.69254 -2.27176 0.61869 -0.097
H 1.84396 -0.77576 -1.65481 0.441
H 1.88986 -2.42556 -1.85201 0.390
H 4.16366 -1.21956 -1.09391 0.212
H 5.62986 -1.17626 0.88709 0.211
H 4.60016 -1.46536 3.13499 0.209
H 2.22896 -1.88046 3.33459 0.213
H 1.07336 -3.45976 3.23259 0.205
H -1.12564 -4.05126 4.03309 0.206
H -3.13924 -3.43206 2.66649 0.220
H -2.83644 -2.48296 0.50409 0.236
Se -5.65054 -2.52166 -0.18791 -0.628
Sb -4.27694 -0.72576 -1.41251 0.988
Se -2.39274 -2.56216 -2.29031 -0.198
Se -5.81324 -0.18556 -3.26741 -0.147
Se -3.94414 0.72854 0.59949 -0.233
O -1.97334 6.39774 -1.23431 -0.398
N -0.91924 5.94974 -0.82261 0.532
O -0.06074 6.62704 -0.28551 -0.407
C -0.66604 4.55684 -0.99531 -0.058
C -1.67634 3.73354 -1.47531 -0.155
C -1.43204 2.37844 -1.69571 -0.046
C -0.12344 1.79414 -1.47121 0.524
O 0.15706 0.59264 -1.69131 -0.750
C 0.87156 2.70444 -0.96601 -0.128
C 0.59546 4.04444 -0.71291 -0.120
N 2.17976 2.23744 -0.71311 0.529
O 2.93376 2.95874 -0.07001 -0.416
O 2.53716 1.14474 -1.14841 -0.428
N -2.46374 1.60794 -2.15071 0.376
O -3.61734 2.06724 -2.27881 -0.505
O -2.29844 0.35764 -2.39031 -0.585
H -2.66364 4.12054 -1.67531 0.274
H 1.36936 4.68524 -0.31951 0.267
```

Summary:
- LUMO (spin up / spin down) (eV) = 0.638 / -0.007
- multiplicity = 5
- ⟨S²⟩ = 6.0689
- orbital gap (spin up / spin down) (eV) = 4.6 / 5.2
- HOMO level (spin up / spin down) (eV) = -4.0 / -5.2
- total charge = -1

***

6.
Entry from OMol25: C18H12N4RhSe as an isolated structure (the ωB97M-V functional and the def2-TZVPD basis).

Geometry as XYZ:
```
36
Properties=species:S:1:pos:R:3:nbo_charge:R:1
Rh 0.26705 -0.98865 -0.07204 1.059
C 1.67632 -5.40389 -0.05530 -0.043
C 2.32585 -4.82885 -1.16458 -0.086
C 2.48094 -3.40416 -1.20488 -0.181
C 1.68039 -2.62386 -0.38767 -0.246
C 0.75753 -3.24229 0.47538 -0.144
C 0.81662 -4.58758 0.71914 -0.211
H 1.72319 -6.46136 0.09580 0.270
H 2.82318 -5.44926 -1.92957 0.277
H 3.07278 -3.01203 -1.99731 0.260
H 1.96081 -1.55011 -0.14671 0.200
H -0.08230 -2.58362 0.93170 0.187
H 0.13405 -5.05225 1.44918 0.276
Se -1.93774 6.27143 0.78834 1.432
N -0.49229 5.34666 0.02960 -0.538
C -0.68168 4.08046 0.10666 0.217
C 0.23748 3.11490 -0.45371 -0.097
C 1.39644 3.41099 -1.23962 -0.034
C 2.23786 2.45209 -1.67899 -0.213
C 1.91349 1.10117 -1.40638 0.142
N 0.70032 0.78192 -0.79877 -0.521
C -0.02442 1.75545 -0.16503 0.181
C -1.23670 1.34380 0.50861 0.286
N -1.37322 0.00164 0.64646 -0.551
C -2.50190 -0.56404 1.14812 0.121
C -3.57018 0.26751 1.55340 -0.193
C -3.39833 1.64814 1.53427 -0.046
C -2.23709 2.19808 1.03216 -0.141
C -1.88784 3.59670 0.84634 0.259
N -2.59266 4.62712 1.37628 -0.558
H 1.51565 4.47360 -1.44040 0.277
H 3.07368 2.64943 -2.33556 0.289
H 2.49173 0.22988 -1.76116 0.243
H -2.48690 -1.67452 1.31541 0.252
H -4.56649 -0.17954 1.79743 0.294
H -4.21558 2.25505 1.88342 0.282
```

Summary:
- LUMO (spin up / spin down) (eV) = -10.916 / -13.694
- multiplicity = 5
- ⟨S²⟩ = 6.0602
- orbital gap (spin up / spin down) (eV) = 6.6 / 5.1
- HOMO level (spin up / spin down) (eV) = -17.5 / -18.8
- total charge = +3

***

no.,F_max (hartree/bohr)
1,0.0368
2,0.0366
3,0.3087
4,0.0260
5,0.0359
6,0.0879